1.
This record from OMol25 describes a molecular structure, C31H30Cl2F6N5ORbSb. The level of theory is wB97M-V/def2-TZVPD.

```
77
C31H30Cl2F6N5ORbSb (wB97M-V/def2-TZVPD)
C 0.011 -0.501 -3.840
Rb 1.353 0.686 -0.577
C 1.452 2.088 4.372
F 3.807 2.880 -0.403
H -0.939 -3.022 3.345
C -0.938 -2.497 -0.083
H 0.750 1.043 7.566
H -2.859 -2.094 -0.975
C -5.207 2.002 -2.071
C 2.383 -3.809 -2.742
H -5.424 3.572 -0.677
H 0.553 3.843 2.611
C 1.377 1.927 5.735
C -0.815 3.591 0.182
C -0.328 -3.045 -5.183
H 1.212 3.097 -0.274
N -1.807 -0.308 -0.611
H -2.402 -2.900 1.436
C -1.067 -1.951 -5.552
C -2.524 0.574 -1.184
C 0.913 -2.331 2.436
C 0.709 -0.175 3.415
F 5.430 2.083 1.574
F 4.994 1.110 -2.051
C 0.779 0.917 6.489
C 2.499 -2.530 -2.174
H 0.077 -2.099 -0.139
C 1.077 3.206 1.876
C -2.351 1.971 -0.659
O 0.127 0.572 -3.219
C -4.552 0.917 -2.686
C -3.501 2.822 -0.428
H -5.045 0.504 -3.559
H 1.516 -2.685 1.594
N 1.741 -1.524 -2.540
H 1.979 2.981 4.060
C -1.836 -1.694 -1.021
F 3.855 0.298 0.252
C -0.898 -0.728 -4.914
H -3.092 -0.553 -2.912
Cl -0.579 -4.568 -6.024
H -1.384 3.798 1.099
H 3.019 -4.615 -2.399
H -0.910 -3.540 -0.416
H 2.152 3.399 1.999
H -1.562 -1.353 1.604
C -1.424 -2.408 1.357
H 1.416 -2.675 3.353
C -3.402 0.291 -2.306
H -1.489 -1.808 -2.056
C -0.462 -3.030 2.363
C -4.735 2.809 -1.025
C 0.822 -1.693 -3.509
H 1.014 4.717 0.361
H -6.183 2.259 -2.466
C 0.682 3.682 0.479
Cl -1.851 0.632 -5.468
N -1.152 2.296 -0.371
H -0.293 -4.084 2.106
H -0.160 -1.729 4.570
H -1.789 -2.030 -6.355
H 1.339 -4.986 -4.186
H -3.347 3.603 0.308
N 0.786 1.808 2.082
H 3.233 -2.329 -1.399
C 1.457 -4.013 -3.728
C 0.640 -2.946 -4.161
F 6.532 0.261 -0.034
N 0.909 -0.885 2.353
H -1.087 4.364 -0.549
C 0.941 1.310 3.262
C 0.258 -0.737 4.669
Sb 5.184 1.576 -0.229
F 6.494 2.864 -0.726
H 1.836 2.726 6.314
C 0.261 -0.264 5.964
H -0.174 -0.942 6.696
```

* highest occupied orbital energy (alpha / beta): -1.34 / -1.34 eV
* F_max: 0.62 eV Å⁻¹
* multiplicity: 2
* Kohn-Sham gap (alpha / beta): 5.1 / 3.8 eV
* E_LUMO (alpha / beta): 3.8 / 2.5 eV
* charge: -2


2.
This record from OMol25 describes a molecular structure, C31H30LuN19O4S2 at a distorted geometry. The level of theory is wB97M-V/def2-TZVPD.

```
87
C31H30LuN19O4S2 (wB97M-V/def2-TZVPD)
N -1.558 1.113 -1.509
N 0.943 0.207 0.537
C 1.288 -0.329 7.054
N -2.498 1.313 5.408
H -2.057 -0.548 -4.407
N -4.281 1.280 0.977
C -0.444 2.338 -3.324
H 3.992 -2.361 -3.167
N 0.479 0.608 3.885
H 0.397 2.984 -3.615
H 3.952 -1.276 5.378
N 0.109 0.693 1.544
C -0.963 0.577 -6.663
C -5.094 2.350 1.038
S -2.815 -1.497 0.623
H -1.747 5.556 0.474
H 0.712 0.580 7.365
N 2.262 -0.331 6.080
O -2.183 3.087 0.712
N -1.839 1.175 3.305
H 4.555 -1.868 -0.922
C 3.724 -2.582 -1.048
C -4.584 3.671 0.950
C 1.589 -2.697 7.451
Lu -2.058 1.034 0.967
N 0.197 2.562 -5.985
N 3.713 -4.408 -2.799
C 0.655 2.505 -7.231
H -6.039 -1.998 2.010
C 5.135 -4.546 -2.410
O 2.304 4.739 -6.552
C 5.383 -4.311 -0.929
N -1.285 -1.314 9.111
H -0.345 2.759 -1.200
N 2.150 0.178 2.341
C 3.388 -2.970 -2.490
C 3.026 -1.410 5.944
N 0.282 1.867 -8.303
C -5.550 4.691 0.974
C -1.697 0.254 -3.719
C -0.721 2.111 -1.994
C -0.988 1.424 -4.246
C 0.934 -1.489 7.732
H -2.512 -0.645 -1.932
C 0.922 0.548 2.652
H -3.564 7.464 0.965
N -4.992 0.096 1.332
H 1.161 0.415 4.674
N 4.187 -3.820 -0.220
C -0.295 -1.415 8.517
C -0.552 0.878 -7.999
H 5.789 -5.230 -0.470
H 3.586 -5.747 0.177
H 5.400 -5.614 -2.647
H 3.218 -6.230 -1.992
H -0.852 0.229 -8.802
C 3.188 -4.895 -0.333
H 1.422 -3.536 8.083
C -3.141 4.015 0.830
H -6.641 4.511 0.954
H 6.182 -3.505 -0.746
H 2.902 -2.116 -0.501
N 2.131 0.039 1.013
C -1.995 0.180 -2.415
O 1.445 4.584 -8.751
H -6.146 2.131 1.084
H 1.894 -5.151 -2.110
N -2.884 1.459 4.120
H -4.923 -3.094 1.416
H 5.692 -3.812 -3.064
H 2.382 -2.778 -2.691
N -1.177 0.967 5.464
C -3.815 6.384 0.850
C -2.801 5.365 0.694
H 2.308 -4.548 0.256
C 2.644 -2.628 6.461
C -4.428 -1.090 1.162
C -0.817 0.909 4.199
H 3.113 -3.527 6.182
H -1.571 -0.318 -6.376
C -5.181 6.007 0.951
H -5.970 6.755 1.049
S 1.968 3.790 -7.614
O 3.195 3.048 -7.760
N -5.192 -2.125 1.471
C 2.940 -5.185 -1.794
C -0.642 1.513 -5.684
```

* highest occupied orbital energy: -3.34 eV
* F_max: 4.81 eV Å⁻¹
* Kohn-Sham gap: 6.4 eV
* E_LUMO: 3.0 eV
* charge: -2


3.
This record from OMol25 describes a molecular structure, C31H30N4O10PV at a distorted geometry. The level of theory is wB97M-V/def2-TZVPD.

```
77
C31H30N4O10PV (wB97M-V/def2-TZVPD)
H -3.152 0.222 3.050
O -1.876 -1.697 3.117
H 2.008 -1.341 2.640
H -3.823 1.862 3.149
C 0.555 -1.393 -4.672
P 0.690 0.951 -1.350
O -1.064 4.587 1.278
H -1.449 2.731 3.444
C 4.497 2.039 -2.261
H -1.699 5.614 -3.486
H 4.996 2.497 -3.104
C -2.984 0.396 -0.753
O -0.346 2.510 0.940
H 0.641 0.707 -4.278
H 6.298 1.780 -1.126
C 2.171 -5.326 0.675
N 0.643 -3.431 1.208
H 0.448 -3.531 -4.773
H 3.427 -0.294 1.687
C -1.225 4.720 -3.103
C 0.593 -0.284 -3.845
C -0.006 2.425 -2.124
H 5.153 0.703 0.767
H -1.800 1.511 4.656
O -0.650 0.909 3.039
C 0.458 -2.834 -2.746
H -2.981 2.932 -0.022
C -2.952 1.271 2.851
N -2.684 1.423 1.409
C -0.107 4.825 -2.287
C 3.125 1.848 -2.295
C -1.739 3.471 -3.425
H 0.396 -3.825 -2.316
H 1.360 3.776 -1.143
O -1.653 0.493 -0.697
H -2.199 -3.081 4.097
C -1.710 1.684 3.585
H 0.575 -1.264 -5.746
O -2.277 -3.977 4.526
C 5.227 1.636 -1.156
O 1.342 -0.615 2.682
C -1.288 3.426 1.123
C 0.486 -2.667 -4.123
N 0.361 -5.253 2.401
O -1.302 -5.967 4.394
C -0.371 -3.230 2.112
C -2.682 2.840 1.025
H 0.285 5.798 -2.021
H 2.345 -4.807 -0.264
H 0.449 -6.190 2.770
C 3.195 0.854 -0.105
H -0.740 0.011 3.408
C -3.620 0.646 0.600
H -4.587 1.134 0.481
N 1.468 0.129 1.513
H -2.613 3.387 -4.057
V -0.588 0.701 0.775
C 2.459 1.268 -1.222
O -0.880 -1.131 1.244
C 1.063 -4.657 1.407
C 0.557 -0.453 -2.462
H -3.779 -0.323 1.077
H -1.563 1.354 -3.166
H 3.094 -5.305 1.257
O -3.574 0.126 -1.753
C -1.431 -4.837 3.996
C -1.139 2.322 -2.933
H 0.464 -1.880 -0.835
H 2.564 2.161 -3.167
C -1.097 -1.954 2.183
C 4.580 1.034 -0.091
C -0.559 -4.367 2.876
C 0.503 3.683 -1.797
C 0.494 -1.729 -1.909
H -3.371 3.432 1.629
C 2.661 0.183 1.075
H 1.931 -6.368 0.465
```

* highest occupied orbital energy (alpha / beta): -11.85 / -11.85 eV
* F_max: 1.42 eV Å⁻¹
* multiplicity: 2
* Kohn-Sham gap (alpha / beta): 7.4 / 8.1 eV
* E_LUMO (alpha / beta): -4.4 / -3.8 eV
* charge: +1